No. 1
C4H5INO2 | wB97M-V/def2-TZVPD

```
13
Properties=species:S:1:pos:R:3:forces:R:3
C -1.835 0.762 -0.382 1.029 2.024 1.582
C 0.624 -0.193 0.627 -2.154 -1.059 0.328
C 1.018 -0.418 -0.843 -1.203 2.427 1.064
C 0.510 0.912 -0.282 0.182 -1.870 -0.329
N 0.509 2.189 -0.516 1.016 2.552 0.656
O -1.725 0.033 -1.267 -1.368 -1.668 -1.786
O -2.177 1.525 0.452 -0.445 -0.636 -0.350
I -0.887 -5.114 2.003 0.009 0.021 -0.006
H -0.348 -0.652 0.820 -0.044 -0.246 0.543
H 1.229 -0.364 1.520 0.929 0.116 -0.138
H 2.035 -0.489 -0.858 3.148 -0.048 -0.545
H 0.570 -0.950 -1.652 -0.957 -0.640 0.034
H 0.477 2.757 0.377 -0.143 -0.972 -1.053
```
Forces are in eV/Å.

## Properties
HOMO-LUMO gap (spin up / spin down)	2.322 / 2.366	eV
molecular weight	225.99	g/mol
total charge	-1
energy above the lowest of the compared OMol25 structures with the same formula, charge and spin	0.788	eV
LUMO energy (spin up / spin down)	0.09841 / -0.04680	Ha
multiplicity	3


No. 2
C22H19AuCl5N2O3S2 | wB97M-V/def2-TZVPD

```
54
Properties=species:S:1:pos:R:3:forces:R:3
Au -0.153 0.007 -1.822 0.696 -0.198 -0.549
Cl 5.226 4.715 -1.206 -0.049 -0.026 -0.009
C 3.754 3.883 -1.503 0.062 0.063 0.010
C 3.740 2.501 -1.609 0.008 -0.125 -0.012
Cl 5.187 1.589 -1.445 -0.021 0.050 0.003
C 2.537 1.847 -1.853 0.015 -0.161 0.014
Cl 2.526 0.098 -1.964 0.047 0.067 0.024
C 1.324 2.517 -1.996 -0.168 -0.074 -0.054
O 0.157 1.947 -2.257 -0.048 0.186 0.125
C 1.359 3.917 -1.872 -0.070 0.115 0.002
Cl -0.128 4.766 -2.014 0.086 -0.044 0.003
C 2.551 4.587 -1.637 -0.024 0.064 0.006
Cl 2.549 6.295 -1.496 0.012 -0.016 0.000
S -0.031 0.366 5.200 0.024 -0.024 0.020
C 0.040 0.226 3.423 -0.003 -0.021 -0.028
C -0.370 -0.939 2.785 0.001 -0.003 0.055
C -0.301 -1.003 1.406 0.094 0.031 -0.055
N 0.143 0.006 0.652 -0.031 -0.021 0.318
C 0.549 1.119 1.268 -0.047 -0.039 -0.049
C 0.523 1.268 2.644 0.011 0.047 0.000
C -1.633 1.152 5.315 -0.018 0.015 0.003
C -1.748 2.533 5.283 0.008 -0.006 -0.006
C -3.018 3.088 5.371 -0.062 0.020 0.004
N -4.131 2.370 5.491 0.109 -0.053 -0.005
C -4.001 1.046 5.541 -0.056 0.040 0.004
C -2.781 0.389 5.459 0.017 -0.005 -0.001
H -0.734 -1.780 3.358 -0.005 0.002 -0.005
H -0.599 -1.902 0.877 -0.018 0.015 -0.002
H 0.905 1.922 0.632 -0.011 0.011 0.013
H 0.870 2.185 3.100 -0.002 -0.004 -0.002
H -0.873 3.164 5.201 -0.008 0.003 -0.002
H -3.142 4.165 5.346 0.001 -0.002 0.000
H -4.918 0.479 5.654 0.002 0.000 -0.001
H -2.728 -0.690 5.515 -0.008 0.004 -0.005
C -2.962 -0.900 -2.025 -0.075 0.126 0.011
C -2.171 0.367 -1.908 -0.085 0.124 -0.011
O -2.476 1.483 -1.818 -0.194 -0.074 0.007
H -4.013 -0.628 -1.945 -0.019 -0.066 -0.006
H -2.668 -1.593 -1.240 -0.008 0.012 0.020
H -2.758 -1.360 -2.991 -0.014 0.014 -0.018
O -0.148 -2.102 -1.793 -0.103 -0.196 0.188
S -0.356 -3.016 -3.029 -0.129 0.196 0.001
C 0.132 -4.642 -2.411 0.043 -0.030 0.052
C 1.614 -4.812 -2.729 -0.017 0.024 -0.028
C 1.798 -4.200 -4.116 -0.012 -0.015 0.025
C 1.128 -2.829 -4.057 0.052 -0.017 -0.023
H -0.492 -5.366 -2.938 0.014 -0.001 -0.019
H -0.128 -4.651 -1.354 -0.015 -0.024 -0.009
H 1.898 -5.863 -2.699 -0.007 -0.004 0.008
H 2.218 -4.279 -1.992 0.001 0.003 -0.004
H 1.316 -4.825 -4.870 0.012 0.000 -0.006
H 2.846 -4.100 -4.396 0.003 0.015 0.012
H 0.841 -2.413 -5.020 0.000 -0.012 0.000
H 1.736 -2.102 -3.517 0.008 0.014 -0.018
```
Forces are in eV/Å.

## Properties
HOMO-LUMO gap	6.664	eV
molecular weight	797.77	g/mol
total charge	+1
energy above the lowest of the compared OMol25 structures with the same formula, charge and spin	0.529	eV
LUMO energy	-0.15176	Ha
multiplicity	1


No. 3
C22H53ClO15S | wB97M-V/def2-TZVPD

```
92
Properties=species:S:1:pos:R:3:forces:R:3
O -2.368 -1.503 -3.145 -0.147 1.722 1.558
S -1.501 -2.084 -4.061 -0.421 0.124 -1.030
O -1.957 -3.257 -4.659 0.015 -2.183 -0.701
O -1.090 -1.125 -5.256 -0.072 0.222 0.310
C 0.206 -1.526 -5.681 0.509 -0.170 -0.493
C 0.795 -2.454 -4.603 0.765 0.058 -0.474
O 2.100 -2.112 -4.344 0.067 -0.135 -0.015
Cl 0.806 -4.198 -5.030 -0.100 -0.125 -0.243
O 0.000 -2.226 -3.486 -0.302 -0.233 0.541
H 0.817 -0.639 -5.728 0.204 0.339 0.159
H 0.256 -2.019 -6.642 -0.644 -0.085 -0.275
H 2.614 -2.496 -5.076 0.046 0.143 0.475
C -2.156 1.001 2.255 0.000 -0.050 0.032
O -1.924 -0.058 1.347 0.026 0.126 0.053
C -2.470 0.179 0.057 0.076 -0.347 0.059
C -1.403 0.590 -0.927 -0.116 0.316 -0.165
O -0.867 1.870 -0.612 0.081 -0.059 0.050
C 0.399 1.806 0.016 0.048 0.027 0.034
H -1.565 0.805 3.148 -0.019 -0.041 0.018
H -1.855 1.966 1.838 -0.034 0.012 -0.013
H -3.214 1.041 2.537 0.002 0.081 -0.001
H -3.257 0.938 0.102 0.015 0.050 0.000
H -2.920 -0.758 -0.283 -0.019 0.023 -0.040
H -1.849 0.660 -1.920 -0.006 -0.028 -0.018
H -0.611 -0.164 -0.964 0.007 -0.030 0.042
H 1.166 1.476 -0.694 -0.210 0.123 0.463
H 0.388 1.129 0.875 0.017 -0.016 0.012
H 0.648 2.809 0.360 -0.026 0.050 -0.007
C 3.829 -0.377 5.793 0.020 -0.006 -0.052
O 3.219 -0.545 4.527 -0.015 0.047 0.149
C 1.978 -1.230 4.591 0.161 0.012 -0.298
C 0.811 -0.280 4.467 -0.271 -0.134 0.231
O 0.707 0.575 5.597 0.138 0.126 -0.108
C 1.178 1.886 5.341 -0.021 -0.013 0.043
H 4.678 0.292 5.663 0.019 -0.010 -0.042
H 3.138 0.063 6.517 -0.005 -0.023 0.020
H 4.193 -1.337 6.174 -0.021 0.015 0.062
H 1.900 -1.806 5.518 -0.030 0.008 0.029
H 1.951 -1.932 3.752 -0.042 -0.024 0.021
H -0.113 -0.866 4.420 0.016 -0.017 -0.075
H 0.888 0.304 3.545 0.054 -0.004 -0.023
H 0.495 2.416 4.667 0.049 0.027 -0.029
H 2.180 1.875 4.905 -0.004 0.008 -0.025
H 1.213 2.415 6.292 -0.043 -0.013 0.024
C -1.891 1.433 -7.280 0.066 0.004 -0.028
O -2.672 0.518 -8.024 0.015 0.102 0.047
C -3.931 0.245 -7.424 0.112 -0.229 -0.191
C -5.049 0.989 -8.114 -0.189 0.114 0.230
O -4.949 2.390 -7.911 0.103 0.007 -0.088
C -4.437 3.083 -9.033 -0.027 0.002 0.034
H -1.027 1.704 -7.887 -0.011 -0.040 -0.049
H -2.446 2.342 -7.036 -0.025 -0.007 0.009
H -1.540 0.966 -6.356 -0.017 0.109 0.073
H -3.913 0.489 -6.359 -0.009 0.037 0.017
H -4.109 -0.831 -7.522 -0.029 0.001 0.032
H -6.003 0.667 -7.686 0.002 -0.036 -0.021
H -5.060 0.752 -9.182 0.039 -0.008 -0.024
H -5.168 3.088 -9.849 0.045 -0.004 -0.044
H -3.502 2.641 -9.387 -0.006 -0.010 -0.026
H -4.247 4.110 -8.727 -0.040 0.011 0.030
C 0.814 -2.741 8.604 -0.009 -0.034 -0.023
O -0.169 -3.600 8.057 0.036 0.115 0.058
C -1.355 -3.660 8.833 0.042 -0.259 -0.211
C -2.460 -2.826 8.227 -0.120 0.157 0.264
O -2.157 -1.444 8.290 0.053 -0.017 -0.125
C -1.717 -0.914 7.051 -0.087 0.033 0.061
H 1.607 -2.635 7.866 0.005 -0.042 -0.018
H 0.405 -1.752 8.826 0.005 0.006 0.019
H 1.239 -3.174 9.516 0.001 0.056 0.026
H -1.162 -3.340 9.861 -0.005 0.043 0.013
H -1.674 -4.707 8.858 -0.021 0.010 0.030
H -3.379 -2.986 8.801 0.000 -0.043 -0.018
H -2.647 -3.138 7.195 0.034 -0.015 -0.027
H -2.549 -0.868 6.338 0.047 -0.027 -0.050
H -0.907 -1.511 6.627 0.003 -0.005 -0.011
H -1.349 0.092 7.227 0.005 0.016 0.032
C 2.492 0.414 -2.444 -0.036 -0.059 -0.271
O 3.134 1.413 -3.221 0.019 -0.109 0.081
C 3.388 2.609 -2.502 -0.010 0.053 -0.296
C 4.836 2.713 -2.087 -0.005 0.110 0.293
O 5.172 1.736 -1.115 -0.002 -0.092 -0.088
C 5.897 0.643 -1.646 -0.007 0.017 0.037
H 2.488 -0.502 -3.031 0.055 0.220 0.157
H 3.016 0.238 -1.501 -0.019 0.030 0.049
H 1.455 0.705 -2.235 0.157 -0.160 -0.183
H 2.736 2.680 -1.627 0.055 0.019 0.002
H 3.151 3.445 -3.169 -0.006 0.029 0.046
H 5.002 3.693 -1.630 0.000 0.019 -0.040
H 5.488 2.632 -2.961 -0.008 -0.028 -0.036
H 6.910 0.951 -1.925 0.000 -0.037 -0.049
H 5.396 0.214 -2.518 0.017 0.004 -0.022
H 5.962 -0.117 -0.870 0.007 0.027 0.044
```
Forces are in eV/Å.

## Properties
HOMO-LUMO gap	9.314	eV
molecular weight	625.17	g/mol
LUMO energy	0.00770	Ha
multiplicity	1


> molecular weight of number 3 (C22H53ClO15S)?

625.17 g/mol